Formula: C23H32BMgN6O6S2
Source: the OMol25 dataset
Level of theory: wB97M-V/def2-TZVPD

Cartesian coordinates (Å):
Mg: -0.06 -0.15 0.25
O: 3.19 1.21 1.40
C: 2.49 1.04 0.41
O: 1.91 -0.07 0.10
C: 2.39 2.21 -0.59
C: 2.08 1.78 -2.03
C: 2.61 2.85 -3.00
C: 1.59 3.99 -2.76
C: 0.64 3.34 -1.75
O: 0.66 1.97 -2.13
C: 1.27 3.27 -0.34
C: 0.13 2.94 0.63
O: -0.66 3.84 0.94
O: 0.01 1.74 1.02
H: 3.36 2.70 -0.53
H: 2.32 0.75 -2.27
H: 2.57 2.49 -4.02
H: 3.64 3.13 -2.77
H: 1.06 4.24 -3.67
H: 2.05 4.91 -2.36
H: -0.38 3.71 -1.76
H: 1.68 4.24 -0.06
C: -3.89 -1.04 -1.39
N: -3.00 -2.05 -1.91
C: -3.30 -3.39 -2.01
C: -2.19 -3.99 -2.49
N: -1.23 -3.04 -2.69
B: 0.19 -3.36 -3.19
N: 1.26 -3.19 -2.05
C: 2.59 -3.30 -2.39
C: 3.33 -3.26 -1.26
N: 2.44 -3.13 -0.22
C: 2.78 -3.04 1.18
C: 1.18 -3.05 -0.72
S: -0.19 -2.82 0.29
C: -1.71 -1.84 -2.30
S: -0.90 -0.34 -2.31
H: -4.90 -1.25 -1.74
H: -3.56 -0.07 -1.76
H: -3.87 -1.04 -0.31
H: -4.26 -3.78 -1.73
H: -2.00 -5.03 -2.72
H: 0.20 -4.52 -3.53
H: 0.53 -2.63 -4.09
H: 2.89 -3.40 -3.41
H: 4.39 -3.31 -1.09
H: 3.83 -3.31 1.29
H: 2.16 -3.72 1.76
H: 2.63 -2.01 1.53
O: -0.44 -0.60 2.35
C: 0.00 -0.43 3.46
C: 1.40 -0.01 3.79
C: 1.36 1.51 4.09
C: 0.21 2.04 4.96
C: -1.19 1.92 4.33
C: -1.85 0.56 4.55
N: -0.84 -0.51 4.57
H: 2.08 -0.19 2.96
H: 1.75 -0.56 4.68
H: 1.33 2.02 3.13
H: 2.32 1.78 4.55
H: 0.41 3.10 5.12
H: 0.22 1.58 5.96
H: -1.09 2.12 3.26
H: -1.85 2.70 4.72
H: -2.58 0.33 3.77
H: -2.38 0.52 5.51
H: -0.29 -0.42 5.42
N: -2.67 2.00 0.55
C: -2.22 0.92 0.47
H: -2.38 2.94 0.80

E   -73396.4629 eV
ΔE to the lowest compared entry with this formula, charge and spin   0.0 kcal per mole
LUMO energy   2.71 eV
Max |F|   0.6 eV/Å
Gap between HOMO and LUMO   7.29 eV
HOMO energy   -4.58 eV
Charge   -1